{"formula": "C2H4N2S3", "method": "ωB97M-V with the def2-TZVPD basis set", "lumo_ev": -0.41, "homo_lumo_gap_ha": 0.3032, "relative_energy_kcal_mol": 89.7, "smiles": "S=CSC/N=N\\S", "total_charge": 0, "homo_energy_ha": -0.318, "symbols": ["S", "C", "S", "C", "N", "N", "S", "H", "H", "H", "H"], "positions_angstrom": [[1.16177, -1.74467, -1.40792], [0.19768, -1.72275, -0.07840], [0.08007, -0.74612, 1.41234], [1.11364, 0.85909, 1.22687], [0.92843, 1.52646, 0.05378], [-0.10598, 1.72984, -0.58794], [-1.78025, 1.40248, -0.56304], [-0.47311, -2.52654, -0.16255], [1.12694, 1.50956, 2.05625], [2.29998, 0.45016, 1.29576], [-1.75342, 2.15632, -1.67546]], "forces_ev_per_angstrom": [[-0.207, 0.798, 1.061], [2.012, 1.366, -0.784], [-0.299, 0.177, -0.349], [3.538, -4.815, 0.441], [-1.335, 1.334, -2.167], [2.119, 0.929, -0.580], [0.423, -0.420, 0.511], [-1.414, -0.763, 1.059], [-0.935, 0.563, 1.343], [-3.132, 1.036, -0.641], [-0.768, -0.204, 0.106]]}